101
Properties=species:S:1:pos:R:3:forces:R:3 method="wB97M-V/def2-TZVPD" energy_ha=-7032.76590 lumo_energy_ha="-0.3147 / -0.3282" molar_mass_g_mol=1061.95 homo_energy_ev="-14.9 / -14.9" s_squared=0.755 e_above_lowest_kcal_mol=0.0 charge=+3 spin_multiplicity=2 orbital_gap_ev="6.315 / 5.985"
Ir 0.56367 -0.35299 -0.46394 0.008 0.130 -0.013
O -1.09843 -1.52514 1.57542 -0.016 0.068 -0.070
C 0.02143 -0.85678 1.30491 -0.005 -0.036 0.114
C 0.81744 -0.61710 2.51795 0.006 0.005 -0.020
C 0.49338 -1.12332 3.77692 -0.008 -0.010 -0.007
C 1.33107 -0.86801 4.85028 0.009 0.015 0.004
C 2.49115 -0.12097 4.67438 -0.015 -0.009 0.005
C 2.82349 0.38897 3.42268 0.014 0.001 0.004
C 1.97772 0.15490 2.35291 -0.018 0.025 -0.033
P 2.25242 0.71877 0.65799 0.048 -0.096 -0.001
C 2.04362 2.49863 0.47078 -0.022 0.010 0.006
C 2.09876 3.31628 1.53368 -0.010 0.013 -0.016
C 1.61113 4.69498 1.57829 0.003 -0.010 -0.008
C 0.81216 5.28904 0.68322 -0.008 -0.011 -0.009
C 0.31888 4.72280 -0.61728 0.023 0.002 0.031
C 1.38782 2.85326 -0.83488 -0.001 -0.015 -0.007
C 3.93080 0.26090 0.22056 -0.013 0.010 0.013
C 4.35273 -1.05550 0.43640 0.006 0.015 0.001
C 5.63006 -1.43510 0.06516 0.000 -0.001 -0.008
C 6.48362 -0.50982 -0.53018 -0.002 -0.003 0.007
C 6.06490 0.79496 -0.74800 0.002 -0.001 -0.009
C 4.78606 1.18583 -0.37456 0.002 0.010 0.008
H -0.39905 -1.71826 3.91107 0.000 -0.001 0.003
H 1.08976 -1.26075 5.82859 0.001 -0.002 -0.002
H 3.14572 0.05980 5.51670 0.002 -0.001 -0.001
H 3.74216 0.94784 3.29174 -0.001 -0.001 0.000
H 2.49383 2.93676 2.46986 -0.001 -0.001 0.000
H 1.89736 5.26395 2.45363 0.000 -0.003 0.001
H 0.52649 6.31554 0.88214 0.000 0.001 -0.001
H -0.38077 5.39521 -1.10478 -0.004 0.001 -0.006
H 1.50132 2.04691 -1.56035 -0.004 0.014 0.017
H 3.68938 -1.77461 0.90586 -0.001 -0.002 0.002
H 5.96908 -2.44626 0.24558 -0.001 0.000 0.000
H 7.48447 -0.80775 -0.81290 0.000 0.000 0.000
H 6.73816 1.51357 -1.19544 0.000 -0.002 -0.003
H 4.46527 2.20931 -0.52689 0.004 -0.003 0.002
C -2.82497 -0.18623 -1.58248 0.028 0.037 0.044
C -2.42719 -1.64517 -1.37835 0.042 0.002 0.082
As -2.19693 -2.38175 0.41536 0.049 -0.015 -0.029
C -3.79752 -2.40023 1.39648 0.007 0.016 0.042
C -4.99802 -2.11631 0.74688 0.006 -0.002 0.023
C -6.17859 -2.16436 1.47075 -0.003 0.001 -0.021
C -6.15090 -2.48879 2.82028 -0.012 0.015 0.012
C -4.94886 -2.76826 3.46112 0.013 -0.021 0.002
C -3.76085 -2.73051 2.75274 -0.002 0.026 -0.024
C -1.31744 -4.03527 0.21127 0.025 -0.017 -0.055
C -0.14994 -4.07799 -0.55622 -0.056 -0.039 0.020
C 0.51270 -5.28361 -0.70143 -0.018 0.028 -0.013
C 0.00495 -6.42916 -0.09568 0.002 -0.007 -0.007
C -1.16020 -6.37940 0.65598 0.003 -0.014 0.020
C -1.83105 -5.17650 0.82118 -0.008 0.022 -0.021
As -1.52665 0.96462 -0.66532 -0.040 -0.004 -0.018
C -2.53095 1.55840 0.87180 -0.102 -0.018 -0.038
C -3.79252 2.10020 0.61431 0.069 -0.032 0.042
C -4.55588 2.59815 1.65788 0.006 0.010 0.004
C -4.06156 2.56706 2.95584 -0.030 0.019 0.003
C -2.79776 2.05705 3.20822 0.041 -0.025 -0.007
C -2.02811 1.55459 2.16682 -0.021 0.000 -0.007
C -0.97822 2.58769 -1.52628 0.030 0.018 -0.030
C -0.90759 2.78844 -2.84555 0.016 0.018 -0.007
C 0.03561 3.70754 -3.49234 -0.023 -0.024 -0.006
C 1.11325 4.27611 -2.93373 0.030 -0.003 0.018
C 1.53126 4.25283 -1.48666 -0.014 0.004 -0.022
C -0.09347 3.23649 -0.50987 0.009 0.009 0.016
H -2.86015 0.03027 -2.65068 0.008 -0.011 -0.007
H -3.80540 0.03089 -1.16657 -0.058 0.010 -0.003
H -1.49469 -1.89340 -1.89192 -0.013 0.012 -0.024
H -3.18440 -2.33464 -1.77059 -0.007 0.011 -0.031
H -5.02952 -1.86853 -0.30688 0.000 -0.009 -0.002
H -7.11907 -1.95221 0.98118 0.001 -0.002 0.000
H -7.07600 -2.52669 3.37970 -0.001 -0.001 0.001
H -4.94099 -3.02353 4.51188 0.001 0.000 0.000
H -2.82436 -2.95265 3.24885 0.003 -0.001 -0.001
H 0.23868 -3.18522 -1.04099 0.020 -0.036 0.031
H 1.41589 -5.33849 -1.29368 0.001 0.001 0.003
H 0.52046 -7.37216 -0.21923 0.002 0.002 -0.001
H -1.55046 -7.27836 1.11284 0.002 0.001 0.003
H -2.74456 -5.13641 1.40137 0.000 -0.004 0.005
H -4.17363 2.17357 -0.39732 -0.028 -0.038 -0.039
H -5.52851 3.02656 1.45693 -0.003 -0.006 -0.006
H -4.65691 2.96220 3.76800 0.000 -0.004 0.001
H -2.40294 2.05989 4.21556 0.003 -0.003 -0.001
H -1.03244 1.19208 2.37743 0.070 -0.043 -0.001
H -1.52945 2.20159 -3.51456 -0.004 0.002 0.001
H -0.13495 3.89171 -4.54572 -0.007 0.000 0.002
H 1.72133 4.90138 -3.57777 -0.002 0.004 0.003
H 2.46558 4.78605 -1.33381 0.001 -0.002 0.005
H -0.40865 2.97714 0.50200 0.011 -0.003 -0.009
N 2.54186 -0.62898 -6.45072 0.001 -0.001 -0.006
C 2.12846 -0.54601 -5.18593 -0.004 -0.003 0.010
C 0.77023 -0.33186 -4.85814 0.017 -0.007 0.002
C 0.40187 -0.24593 -3.54803 -0.004 0.012 0.008
N 1.25514 -0.35342 -2.50115 -0.091 0.015 0.013
C 2.55665 -0.56591 -2.82071 0.015 -0.010 0.030
C 3.02173 -0.66663 -4.09984 -0.005 0.004 -0.010
H 1.90001 -0.54409 -7.22066 0.000 0.000 0.001
H 3.51049 -0.78255 -6.67542 -0.001 0.000 0.000
H 0.02354 -0.23130 -5.63420 0.000 0.002 0.000
H -0.63652 -0.06525 -3.30135 0.023 -0.008 -0.005
H 3.24517 -0.65619 -1.99207 0.003 -0.002 0.002
H 4.07687 -0.83438 -4.26832 0.000 0.000 0.001